Entry 1:
The following is a quantum chemistry calculation of a structure of composition C38H49FFeN5O4Te in a non-equilibrium geometry, from the OMol25 dataset.

```
99
Properties=species:S:1:pos:R:3:forces:R:3:mulliken_spin:R:1
Fe -0.302 -2.921 1.286 -0.286 -0.060 -0.473 3.784
N 1.146 -4.561 2.088 -0.775 -0.714 0.100 0.042
C 1.333 -4.463 3.560 0.541 0.096 0.475 -0.007
C 1.339 -2.978 3.999 0.108 0.624 -1.283 0.007
N 0.274 -2.176 3.300 -0.865 -0.576 0.139 0.027
C -1.060 -2.052 4.019 1.674 0.114 -1.808 -0.003
C -1.871 -3.290 3.854 -0.065 -1.213 1.394 0.008
N -2.121 -3.673 2.492 0.251 1.375 -0.745 0.059
H 0.818 -5.482 1.729 0.287 0.830 0.767 0.000
H 2.037 -4.421 1.655 0.504 0.091 -0.288 -0.008
H 2.277 -4.936 3.958 -0.728 0.412 -0.714 0.002
H 0.538 -4.961 4.126 -0.042 -0.086 -0.606 -0.001
H 2.295 -2.432 3.710 -1.071 -1.099 0.782 -0.002
H 1.111 -2.988 5.057 0.406 0.314 0.460 0.001
H 0.642 -1.253 3.152 0.138 0.437 0.060 -0.006
H -1.547 -1.176 3.625 -0.284 0.334 -0.316 -0.004
H -0.859 -1.885 5.034 0.101 0.253 1.666 0.001
H -2.807 -3.141 4.384 -0.105 -0.124 0.374 0.001
H -1.303 -4.093 4.379 -0.675 0.317 -0.389 0.000
H -2.950 -3.180 2.130 0.607 -0.748 -0.009 -0.007
H -2.129 -4.655 2.293 -0.406 -0.296 0.021 0.001
C -4.193 -1.238 -4.809 0.302 -0.331 0.503 0.001
C -4.770 -0.395 -3.693 -0.684 0.944 0.237 0.000
C -4.801 1.127 -4.037 0.596 -0.495 -0.562 0.000
C -5.303 1.950 -2.878 0.883 0.418 0.576 0.001
C -4.510 1.640 -1.640 -0.223 -0.315 0.366 -0.003
C -4.427 2.561 -0.619 -0.203 -0.168 -0.841 0.001
C -3.690 2.294 0.521 -0.356 0.029 -0.080 -0.002
F -3.625 3.244 1.462 0.163 -0.021 0.209 0.000
C -3.073 1.088 0.680 0.208 0.482 0.033 0.004
C -3.161 0.128 -0.312 0.586 -1.040 -0.730 0.008
C -2.357 -1.124 -0.201 0.587 0.653 0.192 -0.037
O -1.429 -1.176 0.649 -0.186 0.090 0.587 -0.028
C -2.664 -2.172 -1.110 -1.844 1.189 -0.665 0.006
C -3.527 -1.847 -2.136 -0.776 0.264 -0.141 0.000
N -4.010 -0.588 -2.436 0.443 -2.294 0.113 -0.001
C -3.892 0.387 -1.479 0.085 0.552 0.349 0.003
C -2.331 -3.615 -0.945 1.472 0.258 0.601 0.022
O -2.939 -4.473 -1.533 -0.631 -0.422 -0.436 0.011
O -1.326 -3.812 -0.154 0.488 -0.396 0.148 0.070
H -4.755 -1.006 -5.679 -0.351 0.298 -1.023 0.000
H -4.333 -2.323 -4.664 0.257 0.520 0.070 0.000
H -3.133 -0.993 -4.973 -0.286 -0.202 0.005 0.000
H -5.840 -0.663 -3.552 0.566 -0.148 0.274 0.000
H -5.508 1.230 -4.859 0.226 0.037 -0.263 0.000
H -3.794 1.450 -4.372 -0.456 -0.124 0.123 0.000
H -6.336 1.737 -2.750 -1.078 -0.407 0.412 0.000
H -5.278 3.044 -2.966 0.202 -0.269 -0.710 0.000
H -4.976 3.474 -0.792 0.152 0.365 0.452 0.000
H -2.454 0.886 1.518 0.395 -0.083 0.714 0.000
H -3.942 -2.692 -2.707 0.576 0.600 0.009 0.000
C 3.402 -3.287 0.120 1.277 -1.581 -1.413 0.005
C 2.863 -2.175 0.910 -1.484 1.254 -1.280 -0.009
O 3.314 -1.874 1.992 0.846 0.630 1.717 0.001
N 1.891 -1.474 0.215 0.169 -0.700 -0.520 0.015
Te 1.779 0.380 0.866 0.058 0.204 1.678 0.025
C 3.685 1.300 0.646 0.580 -0.554 -1.475 0.002
C 4.360 1.430 -0.597 -1.773 -0.391 -0.534 -0.004
C 3.661 0.867 -1.833 -0.265 0.063 -1.590 0.001
C 5.560 2.113 -0.665 -0.287 -0.268 0.511 0.000
C 6.128 2.668 0.489 0.061 -0.124 -0.743 0.000
C 7.502 3.242 0.439 1.071 0.740 0.305 0.000
C 5.455 2.544 1.671 -0.778 -0.722 -0.178 0.000
C 4.282 1.781 1.778 0.482 1.135 0.906 0.002
C 3.658 1.609 3.116 -0.203 -1.327 1.078 0.000
C 0.662 1.630 -0.387 0.271 -0.258 0.285 -0.003
C 0.502 2.932 0.107 -0.958 0.980 -0.711 0.000
C 1.087 3.544 1.375 -1.220 -0.892 0.152 0.000
C -0.351 3.780 -0.633 0.801 -1.025 -0.743 0.000
C -0.907 3.453 -1.898 0.377 0.272 1.882 0.000
C -1.818 4.296 -2.719 -0.120 1.483 0.332 0.000
C -0.642 2.185 -2.303 0.007 -2.140 -0.286 0.000
C 0.032 1.224 -1.539 0.129 -0.062 -0.783 -0.001
C 0.065 -0.189 -2.058 -0.455 -0.638 -0.677 0.011
H 3.748 -4.214 0.650 -0.236 1.053 -0.125 0.000
H 4.296 -2.863 -0.411 -0.601 -0.408 0.531 0.000
H 2.721 -3.568 -0.682 -0.072 -0.074 0.067 -0.001
H 2.745 1.440 -2.200 1.224 -0.316 0.789 0.000
H 3.298 -0.177 -1.766 0.230 0.382 0.597 0.000
H 4.336 0.821 -2.717 -0.203 0.293 0.622 0.000
H 6.084 2.211 -1.596 0.077 -0.060 -0.396 0.000
H 7.873 3.326 -0.586 -0.155 -0.029 0.063 0.000
H 8.188 2.523 0.950 -0.369 0.721 -0.183 0.000
H 7.615 4.272 0.893 -0.252 -1.245 -0.229 0.000
H 5.833 3.017 2.539 0.444 0.212 0.889 0.000
H 4.371 1.650 3.989 -0.747 0.254 -1.074 0.000
H 3.193 0.594 3.131 0.496 0.608 0.365 0.000
H 2.818 2.295 3.226 0.161 0.254 0.383 0.000
H 0.813 2.908 2.250 0.290 0.508 -0.434 0.000
H 0.624 4.528 1.511 0.240 -0.256 0.119 0.000
H 2.152 3.655 1.332 0.645 0.018 -0.030 0.000
H -0.416 4.740 -0.213 -0.581 1.315 0.188 0.000
H -1.480 5.380 -2.765 -0.550 -1.310 0.026 0.000
H -2.871 4.244 -2.355 0.765 0.187 -0.033 0.000
H -1.823 3.862 -3.705 -0.057 0.172 -0.578 0.000
H -1.004 1.741 -3.220 -0.394 0.527 -0.361 0.000
H -0.836 -0.441 -2.680 0.453 0.344 0.902 0.001
H 0.202 -0.925 -1.262 -0.250 0.114 -0.217 0.003
H 0.863 -0.401 -2.771 0.431 0.391 0.080 0.000
```
Forces are in eV/Å.

**E_HOMO (alpha / beta)**: -10.678 / -10.605 eV
**HOMO-LUMO gap (alpha / beta)**: 8.35 / 8.28 eV
**Charge**: +1
**2S+1**: 5
**M**: 842.284 g mol⁻¹
**Total energy**: -3683.6030 hartree
**LUMO level (alpha / beta)**: -2.33 / -2.33 eV


Entry 2:
The following is a quantum chemistry calculation of a structure of composition C38H50BClN6O5S3V in a non-equilibrium geometry, from the OMol25 dataset.

```
105
Properties=species:S:1:pos:R:3:forces:R:3:mulliken_spin:R:1
V 1.930 1.677 -1.412 -0.777 0.584 0.241 1.923
C 4.177 -1.563 1.199 -0.058 0.052 0.049 -0.026
C 2.725 -1.688 0.842 0.246 0.111 0.115 -0.109
C 2.176 -2.920 0.542 -0.155 -0.245 -0.060 0.236
C 0.835 -3.012 0.125 -0.027 -0.015 -0.055 -0.045
N 0.073 -1.956 -0.028 0.331 0.170 -0.060 0.232
N 0.623 -0.736 0.278 -0.068 0.001 -0.329 0.044
B -0.216 0.425 0.027 -0.615 -0.256 0.827 0.520
N -0.622 1.180 1.297 0.312 -0.573 -0.428 -0.008
N -0.795 0.367 2.358 0.090 0.223 -0.273 0.008
C -1.153 0.896 3.483 -0.045 0.126 0.204 0.001
C -1.340 2.306 3.596 -0.050 -0.305 0.300 -0.001
C -1.154 3.117 2.534 0.028 0.252 -0.419 0.006
C -1.271 4.604 2.636 -0.031 -0.019 -0.050 0.004
C -0.787 2.510 1.278 -0.132 0.321 0.304 -0.038
S -0.522 3.333 -0.164 0.249 -0.254 0.126 0.023
C -1.347 -0.092 4.634 0.009 0.130 -0.091 0.007
C -1.660 0.629 5.944 -0.026 -0.019 0.067 0.000
C -2.501 -1.032 4.269 -0.081 -0.031 -0.017 -0.001
C -0.065 -0.914 4.797 0.097 -0.023 -0.001 -0.002
N -1.356 0.272 -0.982 0.220 0.116 0.312 -0.021
N -2.435 -0.204 -0.322 0.130 0.171 -0.281 0.015
C -3.532 -0.421 -0.978 -0.036 -0.012 0.090 -0.001
C -3.580 -0.203 -2.379 -0.339 -0.076 0.091 0.001
C -2.510 0.287 -3.043 0.284 0.108 -0.227 -0.001
C -2.553 0.546 -4.518 0.005 0.014 0.074 -0.004
C -1.318 0.593 -2.291 -0.135 0.021 -0.156 -0.055
S -0.033 1.384 -3.078 0.034 -0.189 0.556 -0.013
C -4.717 -0.887 -0.129 0.084 0.104 -0.106 0.006
C -4.320 -2.156 0.623 0.041 -0.159 0.007 -0.005
C -5.038 0.214 0.891 0.019 0.075 -0.007 -0.001
C -5.947 -1.161 -0.989 -0.099 -0.026 0.003 0.000
C 1.918 -0.566 0.738 -0.119 0.024 0.042 0.336
S 2.475 1.063 0.942 -0.280 -0.086 -0.145 0.011
C 0.142 -4.357 -0.127 0.094 0.195 -0.054 -0.027
C 1.150 -5.503 -0.189 0.012 -0.094 -0.077 0.008
C -0.823 -4.608 1.034 0.077 -0.116 0.116 -0.008
C -0.646 -4.300 -1.439 -0.010 0.016 -0.065 -0.011
H 4.696 -2.498 0.991 0.014 0.013 0.009 -0.001
H 4.308 -1.319 2.255 -0.034 -0.003 -0.008 -0.001
H 4.637 -0.752 0.633 -0.005 -0.015 -0.032 -0.005
H 2.797 -3.802 0.590 -0.032 0.019 0.031 0.003
H -1.619 2.737 4.548 0.015 -0.024 -0.001 0.000
H -1.762 4.885 3.566 0.028 0.025 0.001 0.001
H -1.818 5.018 1.789 -0.029 -0.049 0.008 -0.002
H -0.276 5.057 2.610 0.000 -0.009 -0.014 0.000
H -2.594 1.194 5.890 0.012 -0.026 -0.023 0.000
H -0.860 1.313 6.235 0.003 -0.029 -0.020 0.000
H -1.770 -0.107 6.742 0.002 0.009 -0.019 0.000
H -3.443 -0.486 4.169 0.027 -0.002 0.001 0.000
H -2.626 -1.789 5.047 -0.007 0.016 -0.016 0.000
H -2.295 -1.533 3.321 0.006 0.010 0.049 0.001
H 0.790 -0.273 5.023 -0.027 0.002 0.013 -0.001
H 0.162 -1.463 3.882 -0.030 0.018 0.030 0.002
H -0.188 -1.627 5.616 0.017 0.000 -0.020 0.000
H -4.493 -0.405 -2.924 0.047 -0.039 0.019 0.000
H -3.444 0.095 -4.954 0.000 0.029 0.000 0.000
H -1.665 0.151 -5.011 -0.015 -0.042 0.031 -0.001
H -2.562 1.619 -4.719 0.009 -0.005 0.036 0.000
H -3.382 -1.998 1.153 0.037 -0.015 0.056 0.004
H -4.190 -3.000 -0.061 0.010 0.038 0.023 0.000
H -5.094 -2.416 1.349 0.010 -0.023 -0.047 0.000
H -4.162 0.436 1.504 -0.024 -0.036 -0.017 0.001
H -5.849 -0.114 1.546 0.005 0.018 -0.025 0.000
H -5.348 1.135 0.393 0.011 -0.018 0.010 0.000
H -5.756 -1.932 -1.739 0.003 0.013 0.032 0.000
H -6.301 -0.261 -1.497 0.019 -0.018 0.018 0.000
H -6.757 -1.518 -0.349 0.012 0.015 -0.025 0.000
H 1.689 -5.626 0.752 -0.033 -0.002 -0.005 0.001
H 1.880 -5.358 -0.989 -0.014 0.013 0.023 -0.003
H 0.621 -6.438 -0.387 0.004 0.027 -0.008 0.001
H -0.293 -4.596 1.990 -0.015 -0.025 -0.028 0.004
H -1.302 -5.584 0.919 0.000 0.034 0.010 0.000
H -1.590 -3.841 1.066 -0.145 0.145 -0.008 0.000
H 0.028 -4.198 -2.296 -0.034 -0.011 0.033 0.003
H -1.335 -3.454 -1.445 0.029 -0.039 0.026 0.000
H -1.219 -5.221 -1.571 0.029 0.014 0.007 0.000
Cl 4.225 -3.115 -6.477 -0.032 0.027 0.096 0.001
C 3.672 -2.195 -5.103 0.046 0.001 -0.034 0.008
C 2.624 -2.683 -4.321 -0.067 -0.093 0.074 -0.006
C 2.155 -1.964 -3.239 0.074 -0.273 -0.237 0.004
C 2.741 -0.736 -2.933 -0.448 0.685 0.734 0.004
O 2.288 -0.001 -1.937 0.597 -2.239 -0.551 -0.026
C 3.797 -0.257 -3.705 0.510 0.577 -0.362 -0.028
C 4.425 1.044 -3.410 -0.109 -0.550 -0.047 0.011
O 4.196 1.735 -2.436 -0.228 0.380 0.024 0.016
C 4.261 -0.990 -4.798 0.017 -0.101 -0.094 -0.005
H 2.178 -3.636 -4.575 -0.002 0.023 -0.010 -0.001
H 1.336 -2.321 -2.628 0.008 0.031 -0.029 0.020
H 5.169 1.387 -4.150 0.073 -0.070 0.037 0.003
H 5.080 -0.613 -5.399 -0.038 0.008 -0.002 0.000
C 4.918 5.383 -1.148 0.105 0.023 -0.016 0.000
C 3.469 5.162 -0.755 -0.109 -0.041 0.226 0.004
C 2.763 6.467 -0.395 0.007 0.073 0.006 0.002
O 3.476 4.274 0.355 0.036 0.209 0.016 0.003
C 2.722 4.563 -1.947 -0.421 -1.295 0.264 -0.004
O 2.669 5.073 -3.026 0.061 0.290 -0.344 0.004
O 2.082 3.406 -1.664 0.762 2.095 -0.510 -0.022
H 5.407 6.011 -0.403 0.009 -0.028 0.011 0.000
H 4.973 5.867 -2.122 -0.008 0.032 0.028 0.000
H 5.437 4.426 -1.196 -0.035 -0.007 -0.029 0.000
H 3.323 6.971 0.393 -0.032 0.001 0.026 0.000
H 1.748 6.264 -0.041 0.015 0.002 -0.010 0.000
H 2.694 7.120 -1.265 0.032 -0.015 0.006 0.000
H 2.573 4.204 0.690 -0.007 -0.085 -0.047 0.003
```
Forces are in eV/Å.

**E_HOMO (alpha / beta)**: -5.937 / -8.041 eV
**HOMO-LUMO gap (alpha / beta)**: 5.62 / 7.31 eV
**2S+1**: 4
**M**: 864.265 g mol⁻¹
**Total energy**: -4806.4951 hartree
**LUMO level (alpha / beta)**: -0.32 / -0.73 eV